## w
C3H4N2OS | the ωB97M-V functional and the def2-TZVPD basis

Values from the calculation:
**Structure (SMILES)**: O=c1[nH]cc(S)[nH]1
**HOMO-LUMO gap**: 0.331 hartree
**Multiplicity**: 1
**HOMO level**: -8.7 eV

Element x y z (Å)
C1 0.65944 -0.85961 -0.41478
H1 1.51886 -1.16526 1.33282
H2 1.07757 -1.68638 -1.06768
C2 -0.15870 0.29472 1.52561
H3 -1.73915 -0.20055 -2.46163
S1 -0.68798 0.72159 -2.43252
O1 -0.24486 0.44637 2.73645
H4 -0.60416 1.97330 0.34435
N1 -0.42588 0.98055 0.30617
N2 0.47294 -0.88558 0.97524
C3 0.13191 0.38085 -0.84404


## x
C3H4N2OS | the ωB97M-V functional and the def2-TZVPD basis

Values from the calculation:
**Structure (SMILES)**: [H]/N=C\N(C=O)C=S
**HOMO-LUMO gap**: 0.319 hartree
**Multiplicity**: 1
**HOMO level**: -9.4 eV

Element x y z (Å)
C1 0.35003 0.97228 -0.88824
N1 0.18980 -0.09068 -0.07308
O1 1.00075 -2.07712 0.74223
C2 1.10404 -1.16979 -0.03877
S1 1.35890 1.14723 -2.14203
C3 -0.85149 -0.17123 0.92683
N2 -1.94045 0.46930 0.93970
H1 -2.13388 1.21517 0.24862
H2 2.00029 -1.00980 -0.63824
H3 -0.35184 1.75133 -0.62738
H4 -0.72615 -1.03669 1.55035


## y
C3H4N2OS | the ωB97M-V functional and the def2-TZVPD basis

Values from the calculation:
**Structure (SMILES)**: S=C1NCC=NO1
**HOMO-LUMO gap**: 0.337 hartree
**Multiplicity**: 1
**HOMO level**: -8.8 eV

Element x y z (Å)
H1 0.78684 0.90679 1.29742
S1 -3.07921 -0.39133 -0.02176
C1 1.27933 -0.56924 -0.16205
H2 1.35472 1.55199 -0.22359
C2 0.72235 0.73432 0.19932
N1 -0.67878 0.69389 -0.29486
C3 -1.42356 -0.42052 -0.11071
N2 0.63745 -1.67814 -0.12526
O1 -0.73900 -1.64176 0.11995
H3 -1.22048 1.51165 -0.29075
H4 2.36034 -0.69765 -0.38770


## z
C3H4N2OS | the ωB97M-V functional and the def2-TZVPD basis

Values from the calculation:
**HOMO-LUMO gap**: 0.304 hartree
**Multiplicity**: 1
**HOMO level**: -8.8 eV

Element x y z (Å)
H1 0.15693 2.24613 -1.08921
H2 1.05568 -2.10229 -0.72537
O1 -1.31252 1.91012 -0.99552
C1 -0.22284 0.05277 -0.27265
C2 -0.29749 -0.91541 0.72628
C3 0.15922 -1.37593 1.81983
H3 -0.59413 1.80973 0.80389
N1 -0.98852 1.09577 0.15418
N2 0.30120 0.13713 -1.40817
S1 1.12150 -1.32215 -1.95594
H4 0.62097 -1.53586 2.94268


Which structure is the most stable? The one labeled x.


## w
C3H4N2OS | the ωB97M-V functional and the def2-TZVPD basis

Values from the calculation:
**HOMO-LUMO gap**: 0.253 hartree
**Multiplicity**: 1
**HOMO level**: -9.9 eV

Element x y z (Å)
H1 0.53883 0.42408 -1.54933
C1 1.07237 -0.54657 0.14151
H2 -2.52669 -0.42558 0.86383
C2 -0.38001 1.55453 0.37760
S1 -2.13047 -1.17582 -0.19611
H3 -0.22756 0.10809 1.89756
O1 1.62686 -1.40527 0.82370
N1 -0.53586 2.62018 -0.04694
N2 1.09162 -0.40670 -1.23572
H4 1.50651 -1.00574 -1.93196
C3 -0.03560 0.25879 0.85587


## x
C3H4N2OS | the ωB97M-V functional and the def2-TZVPD basis

Values from the calculation:
**HOMO-LUMO gap**: 0.318 hartree
**Multiplicity**: 1
**HOMO level**: -8.4 eV

Element x y z (Å)
H1 0.27687 -2.12426 1.55063
C1 0.69794 0.79800 -1.30642
N1 -1.55044 -1.41917 0.62195
C2 -0.25614 0.77696 -0.18006
H2 1.24828 0.03217 1.13889
H3 0.27409 0.91498 -2.31679
C3 -0.38990 -1.28829 1.07042
O1 1.93028 0.67966 -1.34482
N2 0.28734 -0.12507 0.85836
H4 -0.42229 1.88129 0.08872
S1 -2.09603 -0.12627 -0.18088


## y
C3H4N2OS | the ωB97M-V functional and the def2-TZVPD basis

Values from the calculation:
**HOMO-LUMO gap**: 0.273 hartree
**Multiplicity**: 1
**HOMO level**: -8.5 eV

Element x y z (Å)
H1 1.65034 1.75337 0.28021
H2 -2.26252 0.92673 -0.20480
H3 -2.27127 -1.92772 -0.20234
S1 2.01000 -1.41744 -0.20602
N1 -0.54738 -0.48142 -0.36648
C1 -1.21940 0.71916 -0.05835
C2 0.76103 -0.21613 -0.10215
H4 2.80533 -0.71844 1.30070
C3 0.73919 1.05356 0.26633
N2 -0.46767 1.71056 0.26740
O1 -1.19763 -1.40223 -0.97450


Which structure is the most stable? The one labeled x.